Record 1
Here is one molecule with the formula CH4FINP from OMol25. Energies are from wB97M-V/def2-TZVPD.

Element x y z (Å)
1 C -0.35 0.17 -0.09
2 N 1.06 0.56 0.16
3 F 3.39 1.24 0.72
4 P 2.39 -0.02 0.93
5 I 1.84 0.61 3.38
6 H -0.43 -0.47 -0.91
7 H -0.90 -0.26 0.79
8 H -0.97 1.11 -0.27
9 H 1.53 1.35 -0.36

LUMO   0.20 eV
Spin multiplicity   1
SMILES   CNP(F)I
Charge   0
HOMO-LUMO gap   0.3308 Ha

Record 2
Here is a 2-piece molecular cluster, CH4FN2 overall from OMol25. Energies are from wB97M-V/def2-TZVPD.

Element x y z (Å)
1 C -2.01 -0.18 0.58
2 N 0.85 2.04 0.01
3 N -3.10 -0.71 0.17
4 F -1.16 0.26 -0.30
5 H 1.74 1.57 0.04
6 H 1.16 2.90 0.44
7 H -3.83 -0.88 0.90
8 H -3.25 -1.05 -0.77

LUMO (alpha / beta)   -6.20 / -8.95 eV
Spin multiplicity   1
Charge   +1
HOMO-LUMO gap (alpha / beta)   0.3178 / 0.2097 Ha

Record 3
Here is CH4FNS as an isolated structure from OMol25. Energies are from wB97M-V/def2-TZVPD.

Element x y z (Å)
1 C -0.66 -0.17 -0.11
2 H 2.67 0.55 -0.99
3 H -0.55 -0.02 1.92
4 H -2.16 -0.27 1.30
5 H -1.43 -0.32 -0.88
6 N -1.17 -0.15 1.13
7 F 2.39 0.37 -1.87
8 S 0.92 0.00 -0.50

LUMO   0.88 eV
Spin multiplicity   1
Charge   0
HOMO-LUMO gap   0.3238 Ha

Record 4
Here is a 2-piece molecular cluster, CH4FOP overall from OMol25. Energies are from wB97M-V/def2-TZVPD.

Element x y z (Å)
1 C -2.32 -0.07 0.20
2 O -3.44 0.19 -0.16
3 F -1.99 -0.12 1.48
4 P 2.09 0.68 -0.20
5 H -1.41 -0.38 -0.24
6 H 2.87 0.36 -1.31
7 H 1.24 -0.47 -0.23
8 H 2.95 -0.18 0.47

LUMO   0.79 eV
Spin multiplicity   1
SMILES   O=CF.P
Charge   0
HOMO-LUMO gap   0.4216 Ha

Record 5
Here is a 2-piece molecular cluster, CH4I2N3 overall from OMol25. Energies are from wB97M-V/def2-TZVPD.

Element x y z (Å)
1 C 0.23 -0.62 -0.22
2 N -1.51 -1.34 -1.13
3 N 1.12 -1.37 -0.73
4 N 0.15 0.20 0.76
5 I -3.03 -1.48 0.11
6 I 3.14 -1.49 -0.09
7 H -1.73 -0.55 -1.77
8 H 0.79 -1.84 -1.51
9 H -0.65 0.80 0.96
10 H 0.66 0.34 1.64

LUMO (alpha / beta)   -6.00 / -6.00 eV
Spin multiplicity   1
Charge   +1
HOMO-LUMO gap (alpha / beta)   0.2640 / 0.2640 Ha

Record 6
Here is one molecule with the formula CH4I2OSi from OMol25. Energies are from wB97M-V/def2-TZVPD.

Element x y z (Å)
1 C -0.10 0.81 1.20
2 O 0.39 -0.46 0.50
3 Si 0.03 -1.10 -1.08
4 I 1.00 2.47 0.55
5 I -2.16 1.16 1.10
6 H 0.24 0.52 2.15
7 H 0.73 -0.02 -1.94
8 H -1.39 -1.50 -1.38
9 H 1.27 -1.89 -1.11

LUMO   -0.11 eV
Spin multiplicity   1
Charge   0
HOMO-LUMO gap   0.3410 Ha

Number 1: total energy -834.2015 Eh. Number 2: total energy -249.4022 Eh. Number 3: total energy -593.2337 Eh. Number 4: total energy -556.9112 Eh. Number 5: total energy -799.7684 Eh. Number 6: total energy -1000.5742 Eh.